Run w
Density functional theory data (ωB97M-V with the def2-TZVPD basis set) for a molecular structure, C42H30AsCl4CrO2SSbSe.

Last column: Mulliken charge in e.
Element x y z (Å)
1 Cr 0.266 0.562 -0.109  1.4386
2 Cl -5.180 -2.124 2.886  -0.2639
3 C -3.943 -0.994 2.415  0.3916
4 C -4.006 0.326 2.805  0.1509
5 Cl -5.317 0.883 3.808  -0.2626
6 C -3.006 1.227 2.405  0.3004
7 Cl -3.073 2.903 2.865  -0.2386
8 C -1.929 0.822 1.617  0.2168
9 O -0.992 1.604 1.187  -0.7801
10 C -1.843 -0.566 1.257  0.4274
11 O -0.793 -0.934 0.561  -1.2283
12 C -2.857 -1.433 1.633  0.2822
13 Cl -2.755 -3.076 1.083  -0.2176
14 S -1.116 1.206 -1.871  -0.6435
15 Sb -1.033 -1.221 -2.550  0.6528
16 C -3.127 -1.445 -3.000  0.2650
17 C -4.038 -0.901 -2.096  -0.6361
18 C -5.406 -1.029 -2.303  -0.7106
19 C -5.883 -1.698 -3.421  -0.4335
20 C -4.987 -2.242 -4.333  -0.7609
21 C -3.620 -2.118 -4.116  -0.1769
22 C -0.448 -3.349 -2.825  0.4057
23 C -1.320 -4.411 -3.057  -0.4536
24 C -0.840 -5.711 -3.176  -0.6051
25 C 0.518 -5.968 -3.051  -0.3755
26 C 1.392 -4.921 -2.789  -0.7192
27 C 0.909 -3.625 -2.666  -0.3618
28 C -0.410 -0.698 -4.552  0.8039
29 C 0.930 -0.816 -4.919  -0.3716
30 C 1.370 -0.411 -6.172  -0.6749
31 C 0.476 0.123 -7.090  -0.3865
32 C -0.858 0.266 -6.733  -0.6717
33 C -1.289 -0.134 -5.474  -0.2702
34 H -3.670 -0.356 -1.232  0.2344
35 H -6.097 -0.604 -1.585  0.4105
36 H -6.951 -1.794 -3.583  0.3418
37 H -5.350 -2.762 -5.213  0.3624
38 H -2.930 -2.543 -4.839  0.5763
39 H -2.387 -4.238 -3.138  0.4204
40 H -1.531 -6.528 -3.360  0.3686
41 H 0.894 -6.982 -3.139  0.3322
42 H 2.452 -5.114 -2.663  0.3896
43 H 1.593 -2.816 -2.417  0.0690
44 H 1.655 -1.189 -4.204  0.1513
45 H 2.421 -0.499 -6.423  0.3765
46 H 0.818 0.439 -8.069  0.3406
47 H -1.566 0.701 -7.430  0.3596
48 H -2.328 0.022 -5.207  0.3733
49 C 1.349 0.403 7.088  -0.3608
50 C 0.604 -0.310 6.163  -0.6372
51 C 0.709 -0.013 4.807  -0.4237
52 C 1.557 0.999 4.373  -0.1249
53 C 2.300 1.715 5.309  -0.0484
54 C 2.198 1.419 6.659  -0.6795
55 As 1.691 1.292 2.445  0.4682
56 C 1.323 3.203 2.331  0.4231
57 C 0.620 3.896 3.308  -0.4845
58 C 0.247 5.217 3.097  -0.6307
59 C 0.566 5.851 1.906  -0.4487
60 C 1.252 5.156 0.919  -0.7812
61 C 1.623 3.836 1.127  -0.4150
62 C 3.652 1.351 2.345  0.1691
63 C 4.434 2.498 2.320  0.0512
64 C 5.819 2.406 2.244  -0.6951
65 C 6.439 1.167 2.196  -0.3581
66 C 5.662 0.015 2.216  -0.5970
67 C 4.281 0.109 2.282  -0.5796
68 H 1.272 0.171 8.143  0.3484
69 H -0.065 -1.097 6.489  0.3996
70 H 0.117 -0.565 4.086  0.4548
71 H 2.965 2.505 4.979  0.3993
72 H 2.781 1.980 7.380  0.3625
73 H 0.336 3.406 4.231  0.3938
74 H -0.319 5.740 3.859  0.3839
75 H 0.259 6.876 1.735  0.3477
76 H 1.480 5.630 -0.028  0.3916
77 H 2.123 3.286 0.335  0.5066
78 H 3.970 3.476 2.356  0.3342
79 H 6.415 3.311 2.216  0.3696
80 H 7.518 1.096 2.126  0.3498
81 H 6.132 -0.959 2.152  0.3597
82 H 3.684 -0.795 2.248  0.3763
83 Se 2.190 -0.104 -1.158  -0.8237

The expectation value of S² is 6.11. Its LUMO energy (spin up / spin down) is 4.1 / 4.1 eV. Its multiplicity is 5. The charge is -2.

Run x
Density functional theory data (ωB97M-V with the def2-TZVPD basis set) for a molecular structure, C42H30AsCl4CrO2SSbSe.

Last column: Mulliken charge in e.
Element x y z (Å)
1 Cr 0.635 1.730 -0.170  0.6000
2 Cl 5.786 5.669 1.916  -0.2568
3 C 4.280 4.803 1.838  0.2549
4 C 3.425 4.807 2.917  0.1652
5 Cl 3.831 5.675 4.368  -0.2667
6 C 2.217 4.097 2.836  0.3579
7 Cl 1.102 4.087 4.175  -0.2409
8 C 1.862 3.386 1.701  -0.7229
9 O 0.754 2.713 1.589  0.1730
10 C 2.745 3.387 0.567  0.5070
11 O 2.380 2.737 -0.496  -0.5715
12 C 3.937 4.100 0.675  0.1920
13 Cl 4.998 4.098 -0.704  -0.2502
14 S 1.810 -0.704 0.572  -0.7393
15 Sb 1.310 -1.424 -1.555  1.5589
16 C 2.660 -0.878 -3.145  0.0669
17 C 3.273 0.369 -3.050  -0.7378
18 C 4.132 0.795 -4.051  -0.5305
19 C 4.357 -0.001 -5.169  -0.3795
20 C 3.735 -1.236 -5.272  -0.6771
21 C 2.897 -1.677 -4.253  0.0470
22 C -0.467 -2.651 -1.804  0.2468
23 C -0.931 -3.003 -3.069  -0.4410
24 C -2.113 -3.717 -3.213  -0.6032
25 C -2.851 -4.075 -2.096  -0.6559
26 C -2.412 -3.702 -0.834  -0.4370
27 C -1.228 -2.990 -0.690  -0.2498
28 C 2.509 -3.315 -1.356  0.0998
29 C 1.947 -4.510 -0.899  -0.1000
30 C 2.719 -5.648 -0.692  -0.7232
31 C 4.081 -5.621 -0.940  -0.3359
32 C 4.664 -4.447 -1.385  -0.7643
33 C 3.887 -3.312 -1.587  -0.3225
34 H 3.074 1.014 -2.200  0.3267
35 H 4.617 1.760 -3.961  0.4439
36 H 5.016 0.343 -5.958  0.3379
37 H 3.907 -1.863 -6.140  0.3510
38 H 2.453 -2.666 -4.319  0.3588
39 H -0.380 -2.698 -3.951  0.3624
40 H -2.462 -3.990 -4.204  0.3284
41 H -3.781 -4.621 -2.209  0.3280
42 H -3.002 -3.942 0.043  0.4492
43 H -0.901 -2.681 0.299  0.3601
44 H 0.885 -4.566 -0.698  0.2343
45 H 2.250 -6.560 -0.335  0.3686
46 H 4.686 -6.509 -0.782  0.3356
47 H 5.733 -4.408 -1.573  0.3694
48 H 4.374 -2.402 -1.923  0.4125
49 C -5.102 -1.895 -0.127  -0.7172
50 C -4.823 -1.699 1.219  -0.6810
51 C -3.802 -0.840 1.602  -0.5241
52 C -3.051 -0.169 0.643  0.5919
53 C -3.302 -0.408 -0.708  0.1033
54 C -4.331 -1.255 -1.088  -0.7900
55 As -1.626 1.083 1.083  1.1132
56 C -1.508 0.909 3.016  0.2721
57 C -0.308 0.446 3.541  -0.5942
58 C -0.145 0.339 4.916  -0.5481
59 C -1.175 0.698 5.771  -0.4745
60 C -2.376 1.167 5.251  -0.7181
61 C -2.539 1.272 3.877  -0.1538
62 C -2.583 2.790 1.012  0.2550
63 C -3.563 3.024 0.052  -0.3040
64 C -4.146 4.277 -0.069  -0.6221
65 C -3.748 5.312 0.763  -0.4170
66 C -2.758 5.089 1.710  -0.7993
67 C -2.174 3.836 1.835  -0.2947
68 H -5.900 -2.566 -0.425  0.3433
69 H -5.400 -2.216 1.977  0.3524
70 H -3.595 -0.694 2.657  0.2979
71 H -2.648 0.032 -1.458  0.1495
72 H -4.505 -1.441 -2.141  0.3726
73 H 0.500 0.184 2.869  0.0762
74 H 0.800 -0.009 5.314  0.4050
75 H -1.041 0.625 6.844  0.3562
76 H -3.181 1.461 5.914  0.3792
77 H -3.466 1.661 3.473  0.4813
78 H -3.879 2.227 -0.606  0.3245
79 H -4.908 4.445 -0.822  0.3857
80 H -4.197 6.294 0.666  0.3423
81 H -2.421 5.896 2.350  0.4080
82 H -1.371 3.682 2.544  0.3006
83 Se -0.130 0.688 -2.268  -1.3020

The expectation value of S² is 6.02. Its LUMO energy (spin up / spin down) is 4.1 / 4.1 eV. Its multiplicity is 5. The charge is -2.

Most stable structure - run x; separation to the second - 1.573 eV.

Run w
Density functional theory data (ωB97M-V with the def2-TZVPD basis set) for a single C5H9FN2 molecule.

Last column: Mulliken charge in e.
Element x y z (Å)
1 C -1.590 -0.730 1.259  -1.5737
2 C -0.518 -0.560 0.279  0.3863
3 C 0.606 0.345 0.627  -0.1565
4 C 2.004 0.043 0.183  -0.5955
5 C -0.156 1.058 -1.612  0.0059
6 H -1.607 0.016 2.053  0.3549
7 H -2.619 -0.725 0.875  0.3012
8 H -1.575 -1.608 1.786  0.4373
9 H -0.282 -1.371 -0.422  0.5064
10 H 0.501 0.676 1.663  0.3589
11 H 2.649 0.894 0.180  0.3199
12 H 2.051 -0.395 -0.879  0.3009
13 H 0.690 1.747 -1.766  0.3923
14 H -1.522 0.080 -2.333  0.2630
15 N -0.416 0.793 -0.269  -0.3782
16 N -0.783 0.653 -2.653  -0.6201
17 F 2.567 -0.917 1.029  -0.3029

Its LUMO energy is 1.0 eV. Its multiplicity is 1. The charge is 0.

Run x
Density functional theory data (ωB97M-V with the def2-TZVPD basis set) for a single C5H9FN2 molecule.

Last column: Mulliken charge in e.
Element x y z (Å)
1 C -1.230 -1.357 -0.762  -0.7725
2 C -1.290 -0.666 0.650  -0.3736
3 C -1.329 0.825 0.355  -0.5358
4 C -0.220 1.540 0.046  0.3771
5 C 1.089 1.164 0.219  -0.1461
6 H -1.436 -2.506 -0.512  0.2484
7 H -0.162 -1.100 -1.152  0.2455
8 H -2.005 -0.929 -1.526  0.2600
9 H -0.296 -0.705 1.235  0.2364
10 H -2.080 -1.213 1.443  0.2962
11 H -2.232 1.350 0.018  0.3645
12 H 1.790 2.112 0.421  0.2461
13 H 2.828 -1.337 -0.365  0.2621
14 H 3.076 0.292 0.589  0.2569
15 N 1.362 -0.068 -0.044  0.1232
16 N 2.624 -0.263 -0.163  -0.7622
17 F -0.489 2.862 -0.451  -0.3262

Its LUMO energy is 0.6 eV. Its multiplicity is 1. The charge is 0.

Most stable structure - run w; separation to the second - 2.546 eV.

Run w
Density functional theory data (ωB97M-V with the def2-TZVPD basis set) for 2 unconnected molecules or ions with the total composition C3H9Cl3NSi.

Last column: Mulliken charge in e.
Element x y z (Å)
1 C 0.957 -1.980 0.162  -0.7929
2 C 0.030 -0.780 -1.749  -0.7547
3 C -1.078 -0.838 0.374  -0.8058
4 N -0.295 -1.568 -0.564  0.0609
5 Si 0.050 3.950 1.596  0.4367
6 Cl 1.927 4.320 2.088  -0.1401
7 Cl -0.471 4.392 -0.223  -0.1226
8 Cl -1.388 4.165 3.005  -0.1635
9 H 1.651 -2.593 -0.558  0.3353
10 H 1.321 -1.132 0.701  0.3473
11 H 0.693 -2.687 0.926  0.4025
12 H -0.723 -0.718 -2.632  0.3486
13 H -0.028 0.322 -1.669  0.2719
14 H 0.952 -1.105 -2.202  0.3592
15 H -1.994 -1.302 0.695  0.2840
16 H -0.563 -0.230 0.960  0.5391
17 H -1.040 -2.217 -0.908  0.3939

Its LUMO energy (spin up / spin down) is -3.4 / -5.3 eV. Its multiplicity is 1. The charge is +1.

Run x
Density functional theory data (ωB97M-V with the def2-TZVPD basis set) for 2 unconnected molecules or ions with the total composition C3H9Cl3NSi.

Last column: Mulliken charge in e.
Element x y z (Å)
1 C -1.567 0.425 1.101  -0.8566
2 C 0.096 -1.239 1.111  -0.2605
3 C -0.413 -0.165 -0.989  -0.9716
4 N -0.959 -0.675 0.310  -0.0601
5 Si 2.289 1.210 -1.434  0.8469
6 Cl 1.707 3.107 -1.187  -0.1051
7 Cl 3.177 0.371 0.123  -0.1464
8 Cl 3.039 0.713 -3.228  -0.0861
9 H -0.713 1.142 1.045  0.3925
10 H -2.446 1.003 0.584  0.2933
11 H -1.923 0.101 2.032  0.3573
12 H -0.153 -1.124 2.144  0.3422
13 H 0.153 -2.286 0.779  0.3631
14 H 0.946 -0.694 0.783  -0.1395
15 H -0.412 -1.129 -1.602  0.3532
16 H -1.140 0.541 -1.581  0.3102
17 H -1.680 -1.303 0.012  0.3671

Its LUMO energy (spin up / spin down) is -4.7 / -4.7 eV. Its multiplicity is 1. The charge is +1.

Most stable structure - run x; separation to the second - 1.827 eV.

Run w
Density functional theory data (ωB97M-V with the def2-TZVPD basis set) for a molecular structure, C2HCl3FN.

Last column: Mulliken charge in e.
Element x y z (Å)
1 C -0.378 0.758 0.222  0.3917
2 C 0.609 -1.020 -0.017  0.2867
3 N -0.455 1.420 -0.771  -0.4309
4 F -1.012 0.923 1.339  -0.2033
5 Cl 2.281 -0.686 0.076  -0.0975
6 Cl 0.175 -2.031 1.381  -0.1321
7 Cl -0.095 -1.498 -1.498  -0.0821
8 H -1.125 2.133 -0.732  0.2676

Its LUMO energy is 0.3 eV. Its multiplicity is 1. The charge is 0.

Run x
Density functional theory data (ωB97M-V with the def2-TZVPD basis set) for 2 unconnected molecules or ions with the total composition C2HCl3FN.

Last column: Mulliken charge in e.
Element x y z (Å)
1 C -0.847 -0.777 -0.059  0.3817
2 C 1.231 0.729 -0.103  0.2180
3 N -1.805 -0.263 0.462  -0.3757
4 F -0.529 -1.928 -0.598  -0.1738
5 Cl 0.678 2.152 -0.895  -0.1003
6 Cl 1.623 0.938 1.559  -0.1009
7 Cl 2.378 -0.210 -0.998  -0.1060
8 H -2.729 -0.642 0.631  0.2571

Its LUMO energy (spin up / spin down) is -0.5 / -0.7 eV. Its multiplicity is 1. The charge is 0.

Most stable structure - run w; separation to the second - 1.442 eV.